C22H20F2NO | ωB97M-V/def2-TZVPD

As for the total charge: +1. For the HOMO-LUMO gap, the calculation gives 3.594 eV. The value obtained for the HOMO energy is -9.750 eV. As for the calculated total energy: -32102.938 eV. Its LUMO energy is -0.226 Ha.

XYZ file:
```
46
Properties=species:S:1:pos:R:3:forces:R:3:lowdin_charge:R:1
F -4.116 5.045 -1.559 0.025 -1.097 -0.013 0.089
C -4.066 3.691 -1.567 0.349 0.087 0.013 -0.225
C -5.232 2.944 -1.588 -0.254 0.528 0.002 0.047
C -5.175 1.564 -1.581 -0.094 -0.149 -0.012 -0.032
C -3.963 0.916 -1.556 0.343 -0.240 0.008 -0.003
C -2.764 1.644 -1.542 -0.493 0.142 -0.002 -0.197
C -1.508 0.969 -1.516 0.132 0.341 0.021 0.068
C -0.289 1.604 -1.580 -0.108 0.143 -0.080 -0.047
C 0.922 0.955 -1.512 0.065 0.291 0.023 0.082
C 2.186 1.616 -1.549 0.436 0.060 -0.003 -0.193
C 2.295 3.016 -1.562 -0.146 0.718 0.006 0.074
C 3.520 3.643 -1.586 -0.352 0.055 0.004 -0.225
F 3.593 4.996 -1.585 -0.062 -1.098 -0.007 0.088
C 4.674 2.877 -1.606 0.285 0.597 0.002 0.047
C 4.596 1.500 -1.594 0.067 -0.234 -0.026 -0.032
C 3.374 0.869 -1.562 -0.314 -0.212 0.028 0.005
C -2.851 3.046 -1.546 0.172 0.616 0.013 0.074
H -6.173 3.464 -1.604 -0.260 0.074 -0.003 0.135
H -6.089 0.994 -1.596 -0.124 -0.050 -0.003 0.124
H -3.926 -0.161 -1.557 -0.020 -0.223 0.004 0.122
H -1.517 -0.103 -1.436 -0.053 -0.422 0.013 0.126
H -0.282 2.669 -1.713 -0.001 0.236 0.017 0.094
H 0.919 -0.116 -1.413 0.083 -0.424 0.016 0.137
H 1.423 3.641 -1.535 -0.228 0.215 0.006 0.122
H 5.625 3.382 -1.625 0.217 0.056 -0.004 0.136
H 5.500 0.914 -1.609 0.121 -0.042 0.001 0.123
H 3.318 -0.205 -1.553 0.015 -0.263 0.019 0.125
H -1.968 3.655 -1.515 0.224 0.224 0.001 0.122
C 2.787 -5.049 3.623 0.069 -0.053 0.113 -0.103
O 2.049 -5.068 2.425 -1.269 1.038 -0.512 -0.100
C 1.058 -4.072 2.313 0.512 -0.554 0.056 -0.248
C 0.249 -4.100 1.176 0.612 -0.400 0.244 -0.015
C -0.738 -3.165 0.979 -0.096 0.365 0.258 -0.052
C -0.962 -2.160 1.917 0.210 0.334 -0.015 -0.336
N -1.972 -1.210 1.720 -0.482 0.497 -0.096 0.082
C -0.158 -2.130 3.055 -0.607 0.237 -0.522 -0.038
C 0.831 -3.066 3.252 0.611 -0.733 -0.115 -0.030
H 3.478 -5.893 3.610 -0.150 0.089 -0.134 0.096
H 3.358 -4.122 3.698 0.082 0.039 0.175 0.091
H 2.112 -5.153 4.473 0.102 0.032 0.199 0.095
H 0.420 -4.874 0.450 0.018 -0.218 -0.186 0.117
H -1.357 -3.203 0.100 -0.167 -0.119 -0.296 0.102
H -1.958 -0.346 2.244 0.237 -0.334 0.138 0.086
H -2.338 -1.047 0.791 0.216 -0.408 0.156 0.057
H -0.326 -1.358 3.785 0.023 0.182 0.268 0.109
H 1.440 -3.013 4.135 0.055 0.075 0.226 0.101
```
Forces are in eV/Å.